#one
Formula: C3H5N3O
Source: the Open Molecules 2025 dataset
Level of theory: ωB97M-V with the def2-TZVPD basis set

Each line ends with the natural charge from an NBO analysis.
Element x y z (Å)
C  0.289  1.590  -1.178  -0.40
N  0.016  0.564  -0.142  -0.63
C  0.616  -0.668  -0.099  0.69
O  1.619  -1.005  -0.688  -0.59
C  -0.353  -1.704  1.012  -0.17
N  -0.565  -1.189  2.378  -0.03
N  -1.570  -1.192  1.705  -0.06
H  -0.455  1.445  -1.921  0.20
H  0.144  2.550  -0.648  0.20
H  1.264  1.559  -1.383  0.22
H  -0.925  0.752  0.091  0.39
H  -0.081  -2.702  0.872  0.20

Summary:
HOMO-LUMO gap ... 10.29 eV
E_LUMO ... 0.38 eV
E_HOMO ... -9.911 eV
SMILES string ... CNC(=O)C1N=N1



#two
Formula: C3H5N3O
Source: the Open Molecules 2025 dataset
Level of theory: ωB97M-V with the def2-TZVPD basis set

Each line ends with the natural charge from an NBO analysis.
Element x y z (Å)
N  2.212  0.804  -0.208  -0.81
C  0.992  0.144  0.006  0.12
C  0.819  -1.172  0.290  -0.32
N  -0.740  -1.199  0.115  -0.63
C  -1.155  0.187  -0.099  0.63
O  -2.473  0.414  -0.155  -0.66
N  -0.178  0.971  -0.195  -0.47
H  2.978  0.208  0.084  0.38
H  2.259  1.694  0.275  0.37
H  -0.898  -1.761  -0.724  0.44
H  -1.227  -1.661  0.885  0.43
H  -2.588  1.370  -0.274  0.51

Summary:
HOMO-LUMO gap ... 7.77 eV
E_LUMO ... 0.26 eV
E_HOMO ... -7.510 eV



We find #two to be the most stable, with the next structure 5.4 kJ/mol higher.



#one
Formula: C3H5N3O
Source: the Open Molecules 2025 dataset
Level of theory: ωB97M-V with the def2-TZVPD basis set

Each line ends with the natural charge from an NBO analysis.
Element x y z (Å)
H  -2.485  0.164  -2.198  0.34
N  -1.463  0.369  -1.938  -0.61
C  -1.510  0.273  -0.661  0.27
N  -0.512  0.308  0.289  -0.63
C  0.780  -0.139  0.108  0.29
C  1.552  0.002  1.335  0.36
O  1.064  0.498  2.397  -0.50
N  1.101  -0.610  -0.950  -0.56
H  2.035  -0.962  -0.909  0.34
H  -2.395  -0.143  -0.005  0.13
H  -0.824  0.534  1.206  0.42
H  2.658  -0.294  1.327  0.15

Summary:
HOMO-LUMO gap ... 8.90 eV
E_LUMO ... -0.64 eV
E_HOMO ... -9.546 eV
SMILES string ... [H]/N=C/N/C(C=O)=N/[H]



#two
Formula: C3H5N3O
Source: the Open Molecules 2025 dataset
Level of theory: ωB97M-V with the def2-TZVPD basis set

Each line ends with the natural charge from an NBO analysis.
Element x y z (Å)
O  -2.227  0.801  -0.572  -0.73
C  -1.598  -0.539  0.191  -0.31
C  -0.174  -0.311  0.086  0.23
N  0.346  0.580  -0.756  -0.42
N  1.684  0.404  -0.578  -0.37
C  1.892  -0.564  0.327  0.20
N  0.755  -1.043  0.776  -0.48
H  -1.435  1.221  -0.999  0.53
H  -2.493  0.019  -1.116  0.55
H  -2.010  -0.452  1.192  0.19
H  2.349  0.950  -1.100  0.41
H  2.879  -0.889  0.629  0.21

Summary:
HOMO-LUMO gap ... 8.44 eV
E_LUMO ... 0.84 eV
E_HOMO ... -7.600 eV



We find #one to be the most stable, with the next structure 165.1 kJ/mol higher.



#one
Formula: CH2BrNO4
Source: the Open Molecules 2025 dataset
Level of theory: ωB97M-V with the def2-TZVPD basis set

Each line ends with the natural charge from an NBO analysis.
Element x y z (Å)
C  0.443  0.388  0.340  0.46
N  -0.001  -1.044  -0.091  0.50
O  0.700  -1.614  -0.908  -0.30
O  -0.886  -1.501  0.636  -0.37
O  -0.081  0.746  1.489  -0.63
O  -0.850  1.058  -0.988  -0.87
Br  2.120  0.888  -0.139  0.24
H  -0.890  -0.034  1.551  0.53
H  -0.555  1.113  -1.890  0.46

Summary:
HOMO-LUMO gap ... 9.41 eV
E_LUMO ... -1.22 eV
E_HOMO ... -10.626 eV



#two
Formula: CH2BrNO4
Source: the Open Molecules 2025 dataset
Level of theory: ωB97M-V with the def2-TZVPD basis set

Each line ends with the natural charge from an NBO analysis.
Element x y z (Å)
C  -0.252  -0.100  -0.411  0.80
N  -0.968  0.577  0.620  0.26
O  -1.042  1.727  0.900  -0.30
O  -1.335  -0.291  1.614  -0.53
O  0.246  0.758  -1.256  -0.64
O  -0.203  -1.317  -0.274  -0.62
Br  3.181  -0.623  -0.807  0.02
H  1.112  0.352  -1.634  0.52
H  -0.738  -1.084  1.248  0.49

Summary:
HOMO-LUMO gap (spin up / spin down) ... 10.27 / 4.00 eV
E_LUMO (spin up / spin down) ... -0.66 / -4.57 eV
E_HOMO (spin up / spin down) ... -10.929 / -8.578 eV



We find #two to be the most stable, with the next structure 67.7 kJ/mol higher.



#one
Formula: C2H3NO2
Source: the Open Molecules 2025 dataset
Level of theory: ωB97M-V with the def2-TZVPD basis set

Each line ends with the natural charge from an NBO analysis.
Element x y z (Å)
C  -1.328  -0.221  0.758  -0.26
C  1.620  -0.299  -0.946  0.43
N  -0.512  0.586  0.194  0.07
O  1.687  -1.436  -0.927  -0.45
O  -0.433  1.840  0.164  -0.36
H  -2.099  0.213  1.374  0.20
H  -1.251  -1.302  0.491  0.21
H  2.317  0.620  -1.107  0.15

Summary:
HOMO-LUMO gap (spin up / spin down) ... 9.90 / 7.10 eV
E_LUMO (spin up / spin down) ... 0.39 / -0.67 eV
E_HOMO (spin up / spin down) ... -9.506 / -7.774 eV



#two
Formula: C2H3NO2
Source: the Open Molecules 2025 dataset
Level of theory: ωB97M-V with the def2-TZVPD basis set

Each line ends with the natural charge from an NBO analysis.
Element x y z (Å)
C  2.246  -0.530  -0.137  0.49
C  -0.775  -0.449  0.234  0.44
N  0.209  0.317  0.347  -0.71
O  2.941  0.372  -0.118  -0.54
O  -1.976  -0.208  -0.291  -0.67
H  -0.697  -1.462  0.611  0.17
H  0.099  1.263  -0.016  0.34
H  -2.047  0.697  -0.631  0.48

Summary:
HOMO-LUMO gap ... 10.63 eV
E_LUMO ... 0.64 eV
E_HOMO ... -9.988 eV



We find #two to be the most stable, with the next structure 421.6 kJ/mol higher.



#one
Formula: C2H3NO2
Source: the Open Molecules 2025 dataset
Level of theory: ωB97M-V with the def2-TZVPD basis set

Each line ends with the natural charge from an NBO analysis.
Element x y z (Å)
C  0.882  -0.026  0.100  0.56
C  -0.543  -0.322  0.614  0.28
N  0.613  1.265  0.005  -0.74
O  1.763  -0.788  -0.183  -0.59
O  -1.464  -0.778  -0.200  -0.60
H  -0.938  0.252  1.445  0.21
H  0.777  1.727  -0.873  0.38
H  -1.089  -1.330  -0.909  0.51

Summary:
HOMO-LUMO gap ... 9.47 eV
E_LUMO ... -0.13 eV
E_HOMO ... -9.600 eV



#two
Formula: C2H3NO2
Source: the Open Molecules 2025 dataset
Level of theory: ωB97M-V with the def2-TZVPD basis set

Each line ends with the natural charge from an NBO analysis.
Element x y z (Å)
C  0.034  -0.533  1.111  -0.16
C  0.527  0.308  0.030  -0.22
N  2.888  0.282  0.131  0.39
O  1.796  0.911  0.304  -0.31
O  2.815  -0.828  -0.337  -0.37
H  -1.020  -0.779  0.883  0.14
H  0.640  -0.804  -0.240  0.30
H  0.013  0.993  -0.600  0.23

Summary:
HOMO-LUMO gap ... 9.39 eV
E_LUMO ... -0.21 eV
E_HOMO ... -9.602 eV



#three
Formula: C2H3NO2
Source: the Open Molecules 2025 dataset
Level of theory: ωB97M-V with the def2-TZVPD basis set

Each line ends with the natural charge from an NBO analysis.
Element x y z (Å)
C  -0.150  0.889  -0.001  -0.03
N  1.098  1.031  0.000  -0.04
O  1.761  -0.067  0.001  -0.08
O  0.755  -1.216  -0.001  -0.29
C  -0.492  -0.601  0.000  -0.15
H  -0.848  1.699  -0.002  0.22
H  -1.062  -0.867  0.902  0.19
H  -1.063  -0.868  -0.899  0.19

Summary:
HOMO-LUMO gap ... 10.42 eV
E_LUMO ... 0.92 eV
E_HOMO ... -9.497 eV
SMILES string ... C1=NOOC1



We find #one to be the most stable, with the next structure 182.0 kJ/mol higher.



#one
Formula: C2H3NO2
Source: the Open Molecules 2025 dataset
Level of theory: ωB97M-V with the def2-TZVPD basis set

Each line ends with the natural charge from an NBO analysis.
Element x y z (Å)
O  2.294  -0.019  -0.010  -0.53
C  1.134  0.169  0.080  0.61
C  -0.112  -0.656  0.027  -0.19
O  -0.888  0.809  0.073  -0.42
N  0.428  1.344  -0.119  -0.35
H  -0.409  -1.066  -1.044  0.24
H  -0.594  -1.213  0.879  0.24
H  0.411  2.196  0.388  0.39

Summary:
HOMO-LUMO gap ... 10.26 eV
E_LUMO ... 0.81 eV
E_HOMO ... -9.447 eV
SMILES string ... O=C1CON1



#two
Formula: C2H3NO2
Source: the Open Molecules 2025 dataset
Level of theory: ωB97M-V with the def2-TZVPD basis set

Each line ends with the natural charge from an NBO analysis.
Element x y z (Å)
O  0.895  -0.878  1.966  -0.54
N  0.519  -0.964  0.642  -0.20
C  0.039  0.010  -0.007  0.46
C  -0.539  0.707  -1.246  -0.13
O  -0.210  1.398  -0.035  -0.47
H  0.889  -1.767  2.289  0.48
H  0.094  0.854  -2.252  0.21
H  -1.687  0.639  -1.358  0.20

Summary:
HOMO-LUMO gap ... 10.85 eV
E_LUMO ... 0.95 eV
E_HOMO ... -9.898 eV
SMILES string ... O/N=C1/CO1



#three
Formula: C2H3NO2
Source: the Open Molecules 2025 dataset
Level of theory: ωB97M-V with the def2-TZVPD basis set

Each line ends with the natural charge from an NBO analysis.
Element x y z (Å)
N  1.019  0.811  0.317  -0.78
C  2.102  0.304  0.295  0.84
O  3.145  -0.192  0.443  -0.53
H  0.355  1.155  -0.390  0.45
C  -1.669  -0.491  -0.182  0.32
O  -1.116  0.516  -0.588  -0.53
H  -1.846  -1.437  -0.747  0.11
H  -1.988  -0.666  0.852  0.12

Summary:
HOMO-LUMO gap ... 10.49 eV
E_LUMO ... 0.01 eV
E_HOMO ... -10.481 eV
SMILES string ... N=C=O.C=O



We find #three to be the most stable, with the next structure 200.0 kJ/mol higher.



#one
Formula: C2H3NO2
Source: the Open Molecules 2025 dataset
Level of theory: ωB97M-V with the def2-TZVPD basis set

Each line ends with the natural charge from an NBO analysis.
Element x y z (Å)
C  -0.514  -1.098  0.189  -0.14
C  -0.630  0.397  0.202  -0.27
N  1.721  0.372  -0.113  0.42
O  0.663  1.071  -0.016  -0.26
O  1.646  -0.827  -0.059  -0.26
H  -0.645  -1.487  -0.831  0.11
H  -1.296  0.822  -0.562  0.21
H  -0.946  0.751  1.190  0.20

Summary:
HOMO-LUMO gap ... 8.49 eV
E_LUMO ... -0.17 eV
E_HOMO ... -8.665 eV



#two
Formula: C2H3NO2
Source: the Open Molecules 2025 dataset
Level of theory: ωB97M-V with the def2-TZVPD basis set

Each line ends with the natural charge from an NBO analysis.
Element x y z (Å)
O  -0.060  -1.804  0.651  -0.51
C  0.141  -1.149  -0.322  0.52
N  0.297  0.194  -0.399  -0.66
C  -0.190  1.046  0.641  0.54
O  -0.304  0.758  1.798  -0.49
H  0.480  -1.665  -1.257  0.10
H  0.094  0.586  -1.260  0.39
H  -0.456  2.034  0.147  0.10

Summary:
HOMO-LUMO gap ... 10.59 eV
E_LUMO ... 0.55 eV
E_HOMO ... -10.046 eV
SMILES string ... O=CNC=O



We find #two to be the most stable, with the next structure 648.9 kJ/mol higher.



#one
Formula: C2H3NO2
Source: the Open Molecules 2025 dataset
Level of theory: ωB97M-V with the def2-TZVPD basis set

Each line ends with the natural charge from an NBO analysis.
Element x y z (Å)
C  -1.056  -0.273  0.002  0.58
C  0.073  0.771  -0.025  -0.06
N  -0.315  -1.383  -0.056  -0.33
O  -2.243  -0.102  0.019  -0.58
O  1.026  -0.981  0.036  -0.44
H  0.373  1.189  -0.970  0.22
H  0.348  1.293  0.875  0.22
H  -0.539  -2.356  0.097  0.40

Summary:
HOMO-LUMO gap (spin up / spin down) ... 8.25 / 8.25 eV
E_LUMO (spin up / spin down) ... -0.73 / -0.73 eV
E_HOMO (spin up / spin down) ... -8.980 / -8.980 eV



#two
Formula: C2H3NO2
Source: the Open Molecules 2025 dataset
Level of theory: ωB97M-V with the def2-TZVPD basis set

Each line ends with the natural charge from an NBO analysis.
Element x y z (Å)
N  1.052  -0.676  1.173  -0.84
C  0.386  -0.368  -0.029  0.55
O  0.886  -0.544  -1.106  -0.54
C  -0.852  0.673  0.141  0.42
O  -1.635  1.082  -0.587  -0.44
H  1.675  -1.440  1.145  0.40
H  0.496  -0.778  2.134  0.39
H  -0.743  0.816  1.384  0.04

Summary:
HOMO-LUMO gap ... 9.59 eV
E_LUMO ... 0.00 eV
E_HOMO ... -9.591 eV
SMILES string ... NC(=O)C=O



#three
Formula: C2H3NO2
Source: the Open Molecules 2025 dataset
Level of theory: ωB97M-V with the def2-TZVPD basis set

Each line ends with the natural charge from an NBO analysis.
Element x y z (Å)
C  0.140  1.101  1.100  -0.76
C  0.869  0.985  0.037  0.70
O  1.226  1.182  -1.049  -0.47
H  0.331  0.653  2.009  0.25
H  -0.956  0.999  0.640  0.29
N  -0.284  -1.920  -0.735  -0.01
O  -0.948  -1.029  -0.221  -0.26
H  -0.378  -1.971  -1.782  0.26

Summary:
HOMO-LUMO gap ... 8.57 eV
E_LUMO ... -0.68 eV
E_HOMO ... -9.256 eV
SMILES string ... C=C=O.N=O



We find #two to be the most stable, with the next structure 266.7 kJ/mol higher.



#one
Formula: C2H3NO2
Source: the Open Molecules 2025 dataset
Level of theory: ωB97M-V with the def2-TZVPD basis set

Each line ends with the natural charge from an NBO analysis.
Element x y z (Å)
O  0.596  -2.134  0.976  -0.49
C  0.147  -1.385  0.207  0.47
N  0.288  0.363  0.622  -0.73
C  -0.279  0.976  -0.380  0.51
O  -0.762  0.291  -1.347  -0.66
H  -0.476  -0.794  -0.906  0.37
H  0.668  0.901  1.390  0.40
H  -0.361  2.069  -0.433  0.15

Summary:
HOMO-LUMO gap ... 10.17 eV
E_LUMO ... 0.88 eV
E_HOMO ... -9.290 eV



#two
Formula: C2H3NO2
Source: the Open Molecules 2025 dataset
Level of theory: ωB97M-V with the def2-TZVPD basis set

Each line ends with the natural charge from an NBO analysis.
Element x y z (Å)
O  -1.024  -0.190  -1.572  -0.56
C  -1.131  -0.266  -0.374  0.54
N  -0.087  -0.036  0.501  -0.66
C  1.189  0.278  0.051  0.54
O  2.073  0.613  0.798  -0.55
H  -2.076  -0.513  0.132  0.12
H  -0.226  -0.045  1.503  0.42
H  1.283  0.159  -1.039  0.15

Summary:
HOMO-LUMO gap ... 11.06 eV
E_LUMO ... 0.66 eV
E_HOMO ... -10.398 eV
SMILES string ... O=CNC=O



We find #two to be the most stable, with the next structure 193.6 kJ/mol higher.